(1)
A 9-piece molecular cluster, C34H93N7O12 overall at a distorted geometry, computed with wB97M-V/def2-TZVPD.

* energy relative to the best compared isomer or geometry (same formula, charge and spin): 141.2 kJ/mol
* M: 792.155 g/mol
* gap between HOMO and LUMO: 9.055 eV
* highest occupied orbital energy: -0.323 Eh
* structure (SMILES): COC[C@H](C)N.COC[C@H](C)N.COC[C@H](C)N.COC[C@H](C)N.COC[C@H](C)N.COC[C@H](C)N.COCCNCCOC.OCCO.OCCO
* max |F|: 4.04 eV/Å
* charge: 0

The geometry in XYZ format:
```
146
C34H93N7O12 wB97M-V/def2-TZVPD
H -0.7516 4.3723 1.5333
H 0.3989 -0.4950 4.1187
H -1.8356 0.0089 -1.1193
H 4.1184 -6.8785 -3.5119
H 5.2161 4.1756 -2.2695
H -1.0290 3.0475 -2.8753
H -0.9471 6.0610 1.5227
O 0.0984 -3.9194 2.2825
H 1.5718 -0.8664 2.2816
H -1.3505 -4.4032 0.8155
C -6.5935 -0.1847 -2.1045
N 3.5386 3.1918 -1.9826
H 2.9352 2.7309 0.0351
C -2.2226 2.2143 9.2818
H 5.5150 2.7096 -1.3418
C -2.2376 0.6040 1.2076
C 2.8917 0.9576 -1.2138
H -3.3339 4.0645 5.9399
H 2.3013 -3.3003 3.6200
O 4.4069 -4.8353 -3.8524
H 0.9469 4.6043 -0.4175
O -2.1565 2.7760 7.9518
H 0.4510 -1.9446 3.7143
C -0.9145 3.3610 5.3833
H -2.3715 2.9445 10.0774
H 3.6229 -5.1327 -0.0987
H -7.8078 0.6849 -5.1720
H -4.5016 1.3366 -3.2997
N 1.9830 -6.8045 -1.7334
H -2.7761 3.5248 -2.6598
H 1.0747 2.5217 2.5924
H 2.4270 1.7019 1.7273
H -5.7047 -1.3558 0.1781
H -0.1275 -3.7643 -0.7913
O 2.7631 0.5516 -2.5339
C 2.8036 -2.6407 4.3276
C 0.1688 5.3308 -0.1835
H -1.7546 -1.0165 -3.4375
H 4.7572 -4.8678 -1.2851
H 2.5476 -7.6379 -1.6508
C 4.8368 3.5549 -1.4578
C -0.2111 5.2891 1.2980
O 5.8774 5.2436 -0.2284
H 0.8734 -0.4237 -2.5587
H -0.6898 -2.8982 -4.6866
C 2.7124 2.4735 -1.0004
H -1.8652 -2.4224 -0.2854
H -0.9816 -6.8160 1.1473
H 0.2068 -6.4511 2.5476
C 1.4648 0.3333 -3.0738
H 3.8819 5.2253 -0.6346
H 3.2636 -0.3722 2.5674
O -5.3283 -0.7688 -1.7619
C 4.0942 -5.6568 -0.9301
H -3.1345 1.1433 7.2012
C -6.5417 0.3273 -3.5704
H -6.3259 -2.4247 -1.0114
H 0.7330 -3.1302 -6.8702
H 0.8401 1.1928 1.4145
H -2.6033 -1.5492 -1.7590
C 1.4646 1.5734 2.2227
H 5.7867 -6.1127 -4.9243
H -1.3655 1.2186 7.0143
C 5.4660 -5.0762 -4.8199
H -1.8214 5.7290 -0.8638
H 0.6739 6.8133 -1.5409
H -1.2782 1.7216 9.5127
H 3.8487 0.5848 -0.8488
H 2.3404 -4.9129 -1.9886
C -1.6975 -1.2466 -5.3655
H 4.4352 4.0620 0.6972
H -0.0293 2.7408 5.5242
H -2.3187 0.7334 2.2868
H -1.9247 -0.7258 -6.2956
H -5.9260 2.3674 -3.3307
H -7.0410 0.5733 -1.4618
H -0.8161 4.1609 6.1172
H -3.0572 1.5229 9.3986
H 4.5948 -6.5004 -0.4548
C -0.5115 -2.1406 -5.4496
H -5.3827 1.6640 -4.7967
O -1.7289 -0.4133 -4.1839
H -0.8808 3.8987 4.4357
H 2.1301 0.4608 -0.6128
H 2.5939 -3.1716 5.2562
O 1.7627 0.8130 3.3587
C -5.4949 1.4509 -3.7336
H 0.8100 -2.3574 -0.1008
C -5.4638 -1.7956 -0.7897
H 6.3559 -4.6027 -4.4050
H 5.2846 -4.7677 -5.8495
C 0.1920 -2.7299 -0.9177
N 0.7112 -1.3740 4.5060
H -4.5373 -2.3446 -0.6215
H -7.3947 -0.9163 -1.9995
C -0.9913 5.0476 -1.0501
C -2.2869 1.8010 7.0089
H 1.6153 -6.5060 -0.8413
H -2.2275 -2.9201 -2.3506
N 0.6613 6.7073 -0.5365
C -1.0292 -0.4719 -0.5655
H -0.0973 -0.0369 -0.9266
H -2.0024 2.0927 -1.8824
C 2.9499 -5.8142 -2.0542
H 0.3748 -1.7151 -4.9789
H 5.2931 7.1588 0.1869
H 3.6804 2.3318 -2.4929
H 1.3662 -5.2028 1.0120
H -2.5191 -1.9489 -5.2246
H 0.6582 5.4064 1.9450
H -8.4850 0.1156 -3.9119
H -2.1054 1.6017 0.7889
O -0.1548 -2.8321 -6.6594
H -3.1713 0.1283 0.9076
H -0.0100 7.3725 -0.1804
C 2.1992 -1.2208 4.3144
O 0.9031 -6.0036 0.7554
H 0.7590 1.1638 -3.0592
C 2.2701 -0.4521 3.0087
H 2.7624 -6.1646 -4.2605
H 1.6411 2.6129 -1.1452
H 2.5269 -0.6424 5.1783
C -0.8566 -4.7623 1.7183
O -1.4757 3.7113 -0.9756
C 3.5568 -5.9450 -3.5471
C -2.2350 2.5248 5.5607
C 5.7806 6.3068 0.6607
H -0.0107 -4.1501 3.2080
H -6.1487 -0.4542 -4.2207
H -2.0967 1.7041 4.8569
H 0.7607 -2.6232 -1.8415
H 3.8854 -2.7092 4.2133
H 1.6926 0.1007 -4.1140
C -0.2382 -6.1577 1.5969
N -3.3626 3.3668 5.2103
C -1.1398 -1.9455 -0.9447
H -1.7317 -4.9008 2.3532
N -1.8078 -2.0202 -2.1657
C -1.8743 3.1299 -2.1920
H -3.2977 3.9340 4.3771
O -1.2339 -0.3331 0.7913
C 4.6373 4.5316 -0.2655
H -0.7384 5.3745 -2.0587
H 5.3358 6.1003 1.6341
H 6.7823 6.6277 0.9466
N -7.7693 0.7809 -4.1673
```

(2)
One molecule with the formula C4H7N3O at a distorted geometry, computed with wB97M-V/def2-TZVPD.

* energy relative to the best compared isomer or geometry (same formula, charge and spin): 415.0 kJ/mol
* M: 113.120 g/mol
* gap between HOMO and LUMO: 8.730 eV
* highest occupied orbital energy: -0.292 Eh
* structure (SMILES): [H]/N=c1\cc[nH]n1OC
* max |F|: 3.11 eV/Å
* charge: 0

The geometry in XYZ format:
```
15
C4H7N3O wB97M-V/def2-TZVPD
H 1.8892 0.7108 0.9623
H -2.3481 -1.6319 0.3180
C -0.4794 0.9604 -0.4583
H 1.2645 -0.8268 1.2004
H 2.9244 -0.6769 0.5334
C 1.9225 -0.2920 0.5109
H -0.0260 -2.1117 -0.4099
C -1.6731 -0.8503 -0.0029
N -0.5805 -1.2851 -0.7178
N 0.1868 2.0793 -0.5041
N 0.1033 -0.1511 -1.0166
O 1.4910 -0.3095 -0.8644
C -1.7345 0.4887 0.1120
H -2.5901 1.0535 0.4363
H -0.3498 2.8425 -0.0993
```

(3)
A 2-piece molecular cluster, C3H2F4NO2 overall at a distorted geometry, computed with wB97M-V/def2-TZVPD.

* energy relative to the best compared isomer or geometry (same formula, charge and spin): 148.8 kJ/mol
* M: 160.046 g/mol
* gap between HOMO and LUMO: 8.370 eV
* highest occupied orbital energy: -0.156 Eh
* max |F|: 3.63 eV/Å
* charge: -1

The geometry in XYZ format:
```
12
C3H2F4NO2 wB97M-V/def2-TZVPD
F 2.0803 0.5278 0.7232
O 1.1841 -1.9281 0.8736
H -1.1260 -0.2960 1.3466
C 1.3177 0.1446 -0.2926
O 0.0314 -1.7539 -1.0285
H -1.6104 -0.7209 -0.2124
C -0.7925 1.0362 0.0142
C 0.8252 -1.4011 -0.1553
F -0.8168 2.1674 0.7562
N -1.5906 0.0395 0.5434
F -1.2899 1.4375 -1.1632
F 1.7877 0.7469 -1.4051
```

(4)
One molecule with the formula C3H2N2O2 at a distorted geometry, computed with wB97M-V/def2-TZVPD.

* energy relative to the best compared isomer or geometry (same formula, charge and spin): 283.2 kJ/mol
* M: 98.061 g/mol
* gap between HOMO and LUMO: 9.139 eV
* highest occupied orbital energy: -0.377 Eh
* max |F|: 1.13 eV/Å
* charge: 0

The geometry in XYZ format:
```
9
C3H2N2O2 wB97M-V/def2-TZVPD
O 2.3270 1.5921 -0.9720
N 0.1964 1.5389 -0.0292
H 1.8241 0.3278 0.5855
N -2.2257 -1.1309 0.0452
O 0.1654 -1.2240 0.2491
H -2.2796 -2.1435 0.1298
C -1.0074 -0.8006 0.1164
C -0.6252 0.6861 0.0068
C 1.6250 1.1540 -0.1316
```